No. 1
Molecular formula: C42H105N7O18SSn2
Method: DFT, ωB97M-V/def2-TZVPD

Results
energy above the lowest of the compared OMol25 structures with the same formula, charge and spin = 0.0 kcal/mol
gap between HOMO and LUMO = 5.70 eV
total charge = +2

```
175
Properties=species:S:1:pos:R:3:forces:R:3
Sn 1.5324 1.4581 -1.7777 0.5 -0.4 -0.7
Sn -1.9982 2.6298 2.2958 -0.4 -2.9 -0.7
S -0.8477 0.0467 0.5107 1.1 -0.6 -0.6
O -1.8915 -0.6569 -0.2368 -0.2 0.8 0.4
O -1.1307 0.0705 1.9629 -0.4 0.9 0.7
O 0.4397 -0.6031 0.1974 0.2 1.0 0.1
O -0.7296 1.4996 0.1066 -0.2 0.9 -0.1
C -3.4994 0.1001 4.5727 -0.4 0.8 1.2
O -3.9940 0.7113 3.3840 1.7 -0.1 -0.2
C -4.2448 -0.3119 2.4243 -2.3 -0.3 0.0
C -4.8571 0.3157 1.1968 0.3 -0.2 -0.5
N -3.8574 1.1211 0.4921 0.2 0.7 0.2
C -4.3268 1.7621 -0.7527 -0.4 -0.2 0.4
C -5.6686 2.4407 -0.6499 0.0 -0.1 -1.4
O -5.5617 3.5652 0.1896 -0.9 -0.4 0.0
C -6.8610 4.1674 0.3217 0.8 0.0 0.8
H -2.7248 -0.6415 4.3917 0.0 0.0 -0.2
H -4.3170 -0.3097 5.1760 -0.1 -0.4 -0.5
H -3.1304 0.8868 5.2386 0.4 0.1 -0.3
H -5.0524 -0.9257 2.8540 0.1 -0.1 0.0
H -3.4560 -1.0329 2.2032 0.7 0.6 0.1
H -5.7385 0.9024 1.4483 0.1 0.1 0.2
H -5.2094 -0.5059 0.5536 0.0 0.0 0.0
H -3.1719 0.4444 0.1497 0.1 0.1 0.3
H -4.3891 0.9999 -1.5410 0.0 0.1 -0.1
H -3.5961 2.5237 -1.0312 0.1 -0.1 -0.2
H -6.5043 1.7495 -0.4610 0.3 0.0 1.0
H -5.9761 2.7153 -1.6772 0.4 0.5 0.1
H -7.1630 4.6165 -0.6233 -0.3 -0.1 0.0
H -6.7800 4.9197 1.1058 0.1 0.2 -0.2
H -7.5616 3.4280 0.7170 -0.2 0.0 -0.4
C -0.0717 7.9556 6.6061 0.6 -0.4 0.1
O -0.9431 6.9677 6.0940 -0.3 -0.3 0.3
C -1.1358 7.0542 4.7114 0.6 0.7 -0.2
C -1.8765 5.8348 4.2086 -0.3 0.8 -0.8
N -1.1158 4.6038 4.0809 -1.1 -1.5 0.2
C -0.6475 4.0072 5.3270 1.4 1.5 1.5
C 0.3337 2.8945 5.1174 -0.1 0.3 0.9
O -0.4021 1.8398 4.5669 -0.7 -0.7 -1.2
C 0.1077 0.5142 4.6702 0.9 -0.4 0.0
H -0.3960 8.9624 6.3392 0.0 0.0 0.0
H 0.9501 7.7566 6.2535 -0.1 0.3 -0.3
H -0.0060 7.8308 7.6842 -0.4 0.1 0.0
H -0.1685 7.1910 4.1960 0.1 -0.4 0.0
H -1.6710 7.9794 4.4519 -0.3 -0.2 0.1
H -2.2603 6.0709 3.2105 0.0 0.1 0.0
H -2.7751 5.7304 4.8195 0.2 -0.5 0.2
H -0.3944 4.6130 3.3729 0.4 0.7 0.3
H -1.4022 3.7605 6.0778 -0.7 -0.4 -0.8
H -0.1180 4.7716 5.9187 0.2 0.0 -0.3
H 0.7705 2.5937 6.0749 -0.2 0.0 0.1
H 1.1910 3.2906 4.5515 -0.1 -0.5 -0.6
H -0.5959 -0.1874 4.2383 -0.1 0.3 -0.2
H 0.3042 0.1881 5.6983 -0.1 0.5 0.1
H 1.0525 0.4315 4.1181 -0.1 0.0 0.0
C 3.0867 0.7870 1.6983 0.8 0.0 0.4
O 3.1352 1.6656 0.5867 -0.3 -0.2 -1.0
C 4.4356 2.2237 0.4054 -0.2 0.4 1.8
C 4.5591 3.0588 -0.8280 0.1 0.3 0.3
N 4.2336 2.3355 -2.0574 0.9 -0.2 0.3
C 4.4343 3.2175 -3.1941 -0.5 1.6 -0.5
C 3.9634 2.6174 -4.4873 0.9 -1.0 -0.2
O 2.6633 2.1311 -4.3174 -1.0 -0.1 0.4
C 2.1508 1.4642 -5.4601 -0.1 -0.4 0.0
H 3.7417 -0.0790 1.5437 -0.2 -0.1 -0.2
H 2.0715 0.4634 1.8698 -0.3 0.0 -0.2
H 3.4944 1.2804 2.5931 -0.3 0.2 -0.1
H 5.2297 1.4813 0.5549 -0.2 -0.3 -0.6
H 4.5674 2.8789 1.2844 0.2 0.2 -0.3
H 5.5883 3.4494 -0.7733 0.0 -0.1 -0.4
H 3.9432 3.9623 -0.7442 -0.2 -0.2 0.0
H 4.9839 1.6041 -2.1692 -1.2 0.1 0.2
H 5.4515 3.6104 -3.3442 0.2 -0.6 0.3
H 3.8962 4.1544 -3.0103 -0.3 -0.2 0.0
H 4.6399 1.7802 -4.7310 -0.2 -0.1 0.0
H 4.0357 3.2915 -5.3471 -0.1 0.3 0.2
H 2.6701 0.5121 -5.6193 0.3 0.2 -0.1
H 2.2192 2.1022 -6.3432 0.0 -0.1 0.0
H 1.1207 1.1906 -5.2490 0.0 0.3 0.0
C 3.4306 -2.3259 5.0289 0.1 -0.2 -0.1
O 3.0839 -3.1559 3.9467 0.6 0.2 -0.5
C 2.0129 -2.6995 3.1812 -1.1 0.3 0.1
C 1.7839 -3.6260 1.9908 0.9 0.5 -0.1
N 0.6537 -3.2854 1.1474 -1.0 0.0 0.6
C -0.6276 -3.4036 1.8410 -0.9 0.1 0.2
C -1.0338 -4.8411 2.0928 0.3 0.0 -1.1
O -2.3687 -4.9335 2.5145 -0.2 0.4 0.5
C -2.7824 -6.2788 2.5112 0.3 -0.3 0.1
H 3.7592 -1.3185 4.7353 -0.3 0.0 -0.3
H 4.3018 -2.7913 5.4837 -0.2 -0.1 0.4
H 2.5749 -2.2582 5.7096 0.2 0.1 0.3
H 2.1004 -1.6651 2.8091 0.5 0.0 0.1
H 1.1141 -2.6686 3.8199 0.0 -0.1 0.0
H 1.7773 -4.6384 2.3984 -0.4 -0.1 -0.3
H 2.6659 -3.5794 1.3441 0.2 0.0 0.2
H 0.6511 -2.3046 0.8391 0.7 -0.6 0.1
H -1.4154 -2.9434 1.2345 0.2 -0.1 -0.2
H -0.6839 -2.8440 2.7879 0.2 -0.1 0.1
H -0.3148 -5.3091 2.7763 -0.3 -0.2 0.2
H -0.9780 -5.3622 1.1246 0.4 -0.1 0.0
H -2.0712 -6.8676 3.0989 -0.1 -0.2 0.0
H -2.8132 -6.6739 1.4895 0.0 0.0 0.0
H -3.7669 -6.3803 2.9590 0.0 0.2 0.0
C -5.7411 -4.4052 1.0176 0.1 0.1 -0.3
O -5.3283 -4.1270 -0.3042 -0.1 0.0 0.0
C -3.9852 -3.7163 -0.3835 -0.1 -0.1 -0.7
C -3.7717 -3.0965 -1.7600 0.2 0.3 -0.1
N -2.3868 -2.6995 -2.0206 0.1 0.8 -0.1
C -1.3432 -3.7247 -1.9175 -1.0 0.2 0.7
C -1.5594 -4.8409 -2.9018 0.4 -0.3 -0.3
O -0.4273 -5.6980 -2.8474 -0.3 0.2 0.1
C -0.6132 -6.8810 -3.5788 0.4 -0.5 -0.3
H -5.0895 -5.1592 1.4642 0.0 0.1 0.2
H -6.7601 -4.7787 0.9684 0.0 0.0 0.0
H -5.7251 -3.4785 1.6038 0.1 -0.1 0.2
H -3.2919 -4.5616 -0.2798 -0.2 -0.1 0.4
H -3.7627 -2.9716 0.3955 0.1 -0.1 0.0
H -4.3664 -2.1782 -1.8091 0.0 0.0 -0.1
H -4.1398 -3.7241 -2.5727 -0.1 -0.3 0.2
H -2.1898 -1.9962 -1.3020 0.2 -0.4 -0.7
H -1.3825 -4.0948 -0.8867 0.6 -0.5 -0.1
H -0.3601 -3.2746 -2.0605 0.0 0.1 -0.1
H -1.6439 -4.4692 -3.9345 -0.2 0.2 0.1
H -2.4835 -5.3906 -2.6751 0.1 -0.1 0.0
H -1.2402 -7.6071 -3.0518 -0.1 0.1 0.0
H 0.3746 -7.3190 -3.7274 0.0 -0.1 0.1
H -1.0216 -6.7329 -4.5862 -0.1 0.3 0.1
C 3.3429 -5.2981 -2.9659 0.7 0.0 -1.3
O 3.0163 -3.9312 -2.7841 0.3 -0.2 0.3
C 2.6950 -3.6623 -1.4427 -0.6 0.7 0.8
C 2.5353 -2.1482 -1.2727 -0.1 0.3 -1.0
N 3.4920 -1.3797 -2.1042 0.0 0.4 0.1
C 4.8474 -1.3843 -1.5585 0.2 -1.4 1.2
C 5.9049 -1.0216 -2.5443 0.0 0.5 -1.1
O 6.0393 0.3954 -2.6749 0.3 -0.2 -0.3
C 7.1078 0.7168 -3.5445 0.8 0.3 0.0
H 3.8731 -5.3659 -3.9221 -0.1 0.1 0.0
H 2.4680 -5.9388 -3.0863 -0.1 0.1 0.6
H 4.0729 -5.6455 -2.2316 -0.4 -0.1 0.3
H 3.4513 -4.0174 -0.7329 0.2 -0.4 -0.3
H 1.7247 -4.0916 -1.1751 0.2 -0.3 0.1
H 2.5949 -1.8106 -0.2420 0.1 -0.2 0.2
H 1.5422 -1.8629 -1.6257 0.0 -0.1 0.1
H 3.5646 -1.9510 -2.9478 -0.1 0.3 -0.1
H 5.1109 -2.4010 -1.2077 -0.1 0.0 -0.3
H 4.9095 -0.8481 -0.6061 -0.1 0.6 -0.3
H 5.6074 -1.4072 -3.5332 0.0 -0.1 0.1
H 6.8975 -1.4524 -2.3826 -0.1 0.0 0.6
H 7.1179 0.1280 -4.4661 -0.2 -0.1 0.1
H 8.0690 0.5721 -3.0370 -0.1 -0.2 0.0
H 7.0866 1.7713 -3.8207 -0.4 0.0 0.1
C 1.5944 5.4660 -2.3168 -0.2 1.0 0.9
O 0.8447 4.2841 -2.4435 0.5 -0.9 -0.3
C -0.3896 4.4674 -3.0910 -1.5 0.4 0.4
C -1.2871 3.2538 -2.9387 -0.1 0.4 0.1
N -0.7936 2.1154 -3.7034 -0.1 -0.1 1.5
C -1.6365 0.9388 -3.4078 0.2 0.5 -0.6
C -1.0898 -0.2747 -4.1087 -1.0 -1.0 0.6
O 0.2387 -0.5219 -3.6840 0.7 0.7 0.0
C 0.7973 -1.6527 -4.3522 -0.6 0.1 0.0
H 1.2156 6.0514 -1.4664 -0.1 0.0 0.0
H 1.5419 6.1482 -3.1681 0.0 -0.4 -0.3
H 2.6266 5.2401 -2.0742 0.0 -0.2 -0.2
H -0.2979 4.7458 -4.1456 0.4 -0.1 0.0
H -0.9456 5.2775 -2.5980 0.2 0.2 -0.1
H -2.3329 3.5186 -3.1747 0.2 0.2 -0.5
H -1.4123 3.0159 -1.8745 0.6 -0.4 0.0
H -0.8654 2.3454 -4.6900 0.1 -0.1 0.0
H -2.6726 1.1858 -3.6812 0.0 -0.5 -0.3
H -1.6982 0.7438 -2.3325 0.5 0.1 0.0
H -1.1607 -0.2581 -5.2026 0.2 0.4 0.0
H -1.7147 -1.1120 -3.7602 0.1 -0.1 -0.2
H 0.2190 -2.5209 -4.0286 0.4 -0.3 -0.1
H 1.8517 -1.7121 -4.1139 0.0 -0.2 0.2
H 0.7027 -1.5567 -5.4400 -0.1 0.1 0.0
```
Positions in Å, forces in eV/Å.

***

No. 2
Molecular formula: C42H105NO13V
Method: DFT, ωB97M-V/def2-TZVPD

Results
spin multiplicity = 2
⟨S²⟩ = 0.760
gap between HOMO and LUMO (spin up / spin down) = 8.80 / 8.88 eV

```
162
Properties=species:S:1:pos:R:3:forces:R:3
O -3.4820 -1.1396 -1.2208 1.0 -0.3 0.0
V -2.2572 -1.3159 -0.2242 -0.3 -1.6 -0.4
C 0.9694 1.3826 -1.0034 -2.4 -0.4 1.1
C 0.5184 -0.0303 -0.5412 1.4 -0.3 0.6
C 1.4354 -0.4916 0.6625 -1.8 -0.1 -1.1
O -0.8267 -0.1617 -0.1109 0.5 0.8 -0.7
H 1.9785 1.3718 -1.2614 1.7 -0.2 -0.7
H 0.8292 2.2175 -0.3138 -0.1 -0.4 0.5
H 0.3490 1.6377 -1.8328 -0.2 0.3 -1.1
H 0.7516 -0.6770 -1.4323 -0.5 0.2 0.7
H 2.4157 -0.8021 0.2652 -0.2 0.4 0.7
H 0.8877 -1.3391 1.1096 0.6 0.0 -0.1
H 1.3640 0.3298 1.3884 0.9 -0.4 -0.2
C -0.9505 -3.8724 3.1764 0.1 1.3 0.9
C -2.3060 -3.9604 3.9145 -1.4 0.1 -1.5
C -2.2979 -3.1802 5.1989 0.3 1.6 -0.5
C -3.6533 -2.4395 5.5801 2.4 0.9 1.7
C -4.7927 -3.2440 5.1271 0.2 -1.8 -0.4
C -4.8338 -3.4193 3.5719 1.2 -0.4 0.0
N -3.4402 -3.1658 3.0570 1.3 -1.9 1.1
O -3.4779 -3.7903 1.7841 -0.8 0.0 -0.1
C -5.7452 -2.3600 2.9523 0.1 0.3 -0.1
C -5.3403 -4.8231 3.0881 0.4 0.5 0.9
C -2.4851 -5.4707 4.1978 -1.2 0.8 0.1
H -0.7569 -4.5478 2.3416 -0.3 0.0 0.1
H -0.1804 -4.0020 3.9476 -0.1 -0.5 -0.1
H -0.7487 -2.8385 2.8814 -0.3 0.0 -0.5
H -1.5138 -2.4430 5.0487 0.0 0.4 0.4
H -1.8967 -3.8367 5.9681 -0.4 0.1 0.5
H -3.7350 -1.3818 5.3530 0.6 0.3 -0.7
H -3.5418 -2.4349 6.6923 -0.7 0.0 -0.6
H -5.7809 -2.9478 5.4550 -0.1 0.1 0.4
H -4.4064 -4.1159 5.7019 -1.7 -0.7 -0.9
H -5.8369 -2.5084 1.8732 0.1 0.0 0.1
H -5.4910 -1.2831 3.1261 0.1 -0.9 0.2
H -6.7068 -2.5451 3.3998 -0.7 0.2 0.0
H -4.6298 -5.6251 3.3113 -0.4 0.4 0.1
H -5.4577 -4.8564 2.0057 -0.5 0.2 0.2
H -6.2485 -4.9998 3.6600 -0.3 -0.3 -0.3
H -2.7568 -6.0203 3.3260 0.1 -0.4 -0.9
H -3.3154 -5.6537 4.9011 0.8 -0.1 0.1
H -1.5202 -5.8421 4.5192 0.0 -0.2 0.5
C 3.5136 2.6138 -4.1087 -0.3 -0.6 0.7
C 2.5387 2.7343 -5.2571 0.2 -0.6 -1.4
C 1.4542 3.7595 -4.9826 -0.9 -1.1 1.5
O 3.1913 3.1908 -6.4582 0.6 0.1 -0.3
H 2.9697 2.1507 -3.2351 0.6 0.6 -0.6
H 3.8916 3.6193 -3.8605 0.0 -0.5 0.1
H 4.3482 1.9332 -4.3576 -0.3 0.4 0.1
H 2.1295 1.7217 -5.5490 -0.1 1.0 0.8
H 0.8526 3.9782 -5.8357 -0.1 0.2 -0.9
H 1.7761 4.6901 -4.5046 0.3 -0.2 -0.3
H 0.7367 3.2823 -4.2751 0.4 0.4 -0.1
H 3.7919 2.5161 -6.8248 -0.4 0.3 0.5
C 2.7742 -1.0731 -3.3092 -0.4 0.7 -1.1
C 3.7022 -1.2840 -4.5129 -0.9 -0.4 0.5
C 4.7251 -2.3659 -4.2973 0.7 -0.1 -0.4
O 2.8674 -1.6959 -5.5896 -0.2 0.5 -0.1
H 3.3184 -0.9213 -2.3956 0.1 0.2 0.6
H 2.1123 -1.9266 -3.2609 0.0 -0.5 0.3
H 2.0847 -0.2270 -3.5374 0.6 -0.2 0.4
H 4.2095 -0.3407 -4.7452 0.1 0.0 -0.1
H 4.3182 -3.2824 -3.8505 -0.1 0.3 -0.1
H 5.5502 -1.9895 -3.6839 -0.1 -0.1 0.1
H 5.1421 -2.6248 -5.2858 -0.1 0.0 0.4
H 2.0682 -1.1387 -5.5469 0.2 -0.3 -0.4
C -2.3179 3.6225 -0.7211 0.0 0.6 -0.3
C -3.2121 2.9237 -1.7674 -0.6 0.3 0.4
C -2.9427 3.3460 -3.1997 0.9 -0.5 0.0
O -3.1614 1.5307 -1.6432 0.3 -0.5 0.0
H -2.1336 4.6520 -1.0673 0.2 -0.3 0.2
H -1.3705 3.0818 -0.6843 0.2 0.2 0.0
H -2.6751 3.7244 0.3307 -0.2 -0.5 -0.9
H -4.2500 3.1506 -1.5582 -0.4 0.3 0.1
H -1.9509 2.9898 -3.5028 0.2 0.3 0.2
H -2.9899 4.4116 -3.2809 0.1 0.7 -0.2
H -3.5886 2.8975 -3.9470 -0.5 -0.1 0.3
H -2.2346 1.2625 -1.5806 0.0 -0.1 0.0
C 0.6192 2.2655 2.6348 -0.3 -1.4 0.9
C -0.0551 3.4168 3.2950 -0.1 1.6 0.5
C 0.7771 3.9794 4.4813 -1.0 -1.0 -0.5
O -0.2009 4.4060 2.2603 0.2 0.8 -0.3
H 0.4398 1.3788 3.2609 0.4 0.2 0.2
H 1.7111 2.4242 2.5823 -0.5 -0.1 -0.5
H 0.0990 1.9394 1.7334 0.4 0.6 -0.4
H -1.0716 3.1967 3.6039 -0.2 -0.5 0.3
H 0.3333 4.8341 4.9666 -0.2 0.7 -0.4
H 1.7579 4.1774 4.0809 0.5 0.3 0.3
H 0.7932 3.2689 5.3089 0.4 -0.4 -0.2
H -0.4601 5.2814 2.6047 0.2 -0.7 0.1
C -1.2245 -5.3306 -0.6896 -0.4 -0.1 0.1
C -0.8426 -3.8888 -0.9533 0.5 -0.6 -0.9
C -1.0795 -3.5876 -2.4388 -0.1 0.4 0.2
O -1.6049 -3.1220 -0.0765 -0.3 1.8 0.3
H -2.3129 -5.3215 -0.8314 0.1 -0.5 0.1
H -1.0040 -5.6390 0.3247 -0.1 0.1 0.4
H -0.7612 -6.0864 -1.3163 0.1 0.1 -0.4
H 0.2248 -3.6906 -0.7997 0.1 -0.2 0.4
H -0.5936 -4.3145 -3.0996 0.2 0.3 0.2
H -0.7607 -2.5637 -2.6726 0.2 -0.1 -0.1
H -2.1314 -3.6264 -2.6641 -0.6 -0.1 0.0
H -2.5864 -3.7767 1.4597 1.0 0.4 -0.8
C -1.4618 -1.3694 -6.3625 -1.0 0.9 0.4
C -0.8094 -0.0376 -6.0381 0.1 -0.4 0.7
C -0.8620 0.3378 -4.5386 -1.0 -0.9 -0.4
O 0.5625 -0.0771 -6.4046 1.0 0.3 -0.8
H -2.5300 -1.2116 -6.2288 -0.3 -0.1 -0.2
H -1.2228 -2.1268 -5.6366 0.6 -0.5 0.0
H -1.3095 -1.6712 -7.3939 0.3 -0.2 0.0
H -1.3219 0.7513 -6.5537 -0.2 0.5 -0.7
H -0.2895 -0.4352 -3.9874 -0.2 0.7 0.0
H -1.9297 0.3313 -4.1754 1.0 -0.2 -0.3
H -0.5037 1.3580 -4.4060 0.4 -0.2 0.2
H 0.7178 -0.0875 -7.3805 -0.6 0.0 1.2
C 5.0433 0.7652 -0.2951 -1.1 -0.4 0.8
C 5.8020 0.5854 -1.5566 0.8 1.2 -1.3
C 6.8409 1.7371 -1.7819 0.2 -0.2 -0.5
O 6.4910 -0.6595 -1.6776 -0.6 -0.2 1.0
H 4.4331 1.6705 -0.4144 0.4 0.1 0.5
H 5.6875 0.7355 0.5729 0.3 0.7 0.3
H 4.2996 -0.0144 -0.0510 0.3 -0.1 -0.7
H 5.0470 0.7057 -2.3556 0.4 -0.5 -0.1
H 7.4864 1.9481 -0.9230 -0.3 -0.2 0.2
H 6.3998 2.6851 -2.1266 -0.3 -0.3 0.4
H 7.5427 1.4717 -2.5887 -0.4 -0.3 0.2
H 6.2513 -1.1787 -0.8834 0.3 0.2 -0.8
C 1.6293 5.1060 -1.0398 -0.6 -0.5 -0.2
C 2.7142 4.5459 -0.1226 0.4 2.2 -0.4
C 4.1170 5.0210 -0.5642 -0.4 -0.9 -0.4
O 2.5080 5.0405 1.1949 0.5 0.0 0.0
H 0.6268 4.7356 -0.7731 0.3 0.0 0.2
H 1.7560 4.7995 -2.0910 0.2 0.3 0.3
H 1.5832 6.1882 -0.9217 0.2 0.1 -0.3
H 2.6414 3.4859 -0.0969 0.3 -1.2 -0.2
H 4.2480 4.8131 -1.6255 -0.1 -0.2 -0.2
H 4.8672 4.3955 -0.0622 0.1 0.7 0.2
H 4.2749 6.1055 -0.4937 -0.1 -0.4 0.6
H 1.6437 4.7248 1.4535 -0.7 0.0 0.4
C -4.8391 0.7314 0.6716 -1.4 0.7 -0.1
C -3.5550 0.7597 1.3595 0.7 -0.3 2.0
C -3.4336 1.2278 2.8152 -0.6 -1.1 -0.2
O -3.2036 -0.6516 1.4151 0.4 -1.0 1.3
H -5.1627 1.6649 0.2366 0.0 0.3 -0.1
H -5.6032 0.3616 1.3302 -0.6 0.0 0.5
H -4.7147 -0.0141 -0.0777 -0.3 -0.1 -1.0
H -2.7975 1.2912 0.8113 0.4 -0.2 -0.5
H -2.5009 0.8021 3.2005 0.0 0.4 0.0
H -4.2447 0.8120 3.4561 0.3 0.4 -0.5
H -3.4332 2.2969 2.8359 0.0 0.7 0.4
H -3.6861 -1.1130 2.1786 1.1 0.2 -1.3
C 2.0836 0.1858 5.6777 0.4 -0.1 0.6
C 1.3768 -0.9509 5.0589 -1.5 -1.1 -0.7
C 2.3132 -1.8968 4.3444 -1.2 -0.6 -0.2
O 0.6217 -1.7476 6.0161 0.5 0.8 0.2
H 2.8366 -0.1833 6.3740 0.1 0.0 0.1
H 1.4139 0.8282 6.2265 -0.2 0.5 0.1
H 2.5893 0.7049 4.8897 0.3 0.7 -0.3
H 0.6392 -0.6182 4.2975 0.2 0.2 0.4
H 2.8108 -1.3771 3.5108 0.0 -0.4 0.3
H 1.6428 -2.7249 3.9725 1.1 0.7 0.1
H 2.9819 -2.2814 5.1102 0.4 -0.2 -0.3
H 0.4982 -1.1909 6.8037 -0.1 -0.4 -0.4
```
Positions in Å, forces in eV/Å.

***

It is found that the DFT total energy values, taken in the order of the records, are -4226.9194; -3640.0266 Ha.